{"formula": "C7H5NO2S", "method": "ωB97M-V/def2-TZVPD", "homo_lumo_gap_ha": 0.3262, "e_homo_ha": -0.36974, "molar_mass_g_mol": 167.19, "total_charge": 0, "e_lumo_ha": -0.0435, "de_lowest_ev": 5.3560, "symbols": ["C", "H", "C", "C", "C", "C", "O", "H", "S", "O", "H", "N", "C", "H", "C", "H"], "xyz": [[0.061, -2.422, -1.448], [1.603, -0.262, 2.393], [0.911, 0.147, 1.725], [0.283, 2.091, 0.498], [1.076, 1.530, 1.433], [-0.751, -0.010, 0.102], [-2.125, -0.419, -2.074], [2.004, 2.015, 1.700], [-1.883, -1.136, -0.859], [-2.954, -1.836, -0.227], [2.230, -2.699, -1.779], [0.069, -0.590, 1.001], [-0.677, 1.313, -0.204], [-1.443, 1.730, -0.947], [1.213, -2.563, -1.737], [0.383, 3.111, 0.423]], "forces_ev_per_angstrom": [[-3.79, 1.76, 1.08], [0.50, -1.26, 0.96], [-0.93, 1.55, -2.74], [-1.58, -1.69, -0.49], [0.96, -2.10, 0.06], [1.35, -1.18, 1.71], [-0.15, -0.21, 0.30], [-0.35, 0.35, 0.83], [2.99, -0.52, -1.73], [1.05, 0.09, 0.38], [1.61, -0.34, -0.42], [-0.83, -0.08, 0.60], [-1.72, 1.68, -0.94], [1.55, -0.41, 1.15], [-0.63, 0.10, 0.32], [-0.02, 2.26, -1.07]]}

{"formula": "C7H6", "method": "ωB97M-V/def2-TZVPD", "homo_lumo_gap_ha": 0.3177, "e_homo_ha": -0.31780, "molar_mass_g_mol": 90.12, "total_charge": 0, "e_lumo_ha": -0.0001, "de_lowest_ev": 4.1256, "symbols": ["C", "H", "C", "C", "C", "H", "C", "C", "H", "H", "C", "H", "H"], "xyz": [[2.159, 1.331, 1.891], [-0.229, 2.330, -0.359], [-0.087, 0.098, 0.045], [0.998, -0.239, 1.143], [1.133, 1.395, 1.145], [1.797, -0.913, 0.662], [-1.409, -0.824, -1.814], [0.119, 1.473, 0.199], [-2.037, -1.436, -2.427], [-0.982, -1.788, 0.193], [-0.831, -0.999, -0.611], [0.654, -0.574, 2.189], [-1.286, 0.148, -2.256]], "forces_ev_per_angstrom": [[0.12, -0.09, 0.22], [-0.20, 0.01, 0.20], [1.43, 1.35, 2.05], [-0.20, -1.60, 0.20], [1.41, -0.03, 0.56], [-0.91, 1.29, 1.12], [0.44, 0.37, 0.89], [-1.96, -1.92, -2.57], [-0.16, -0.88, 0.37], [0.14, 0.30, -1.84], [-0.89, 0.75, 0.92], [0.39, 0.12, -1.90], [0.40, 0.34, -0.23]]}

{"formula": "C7H6", "method": "ωB97M-V/def2-TZVPD", "homo_lumo_gap_ha": 0.3386, "e_homo_ha": -0.31079, "molar_mass_g_mol": 90.12, "total_charge": 0, "e_lumo_ha": 0.0278, "de_lowest_ev": 5.1314, "symbols": ["C", "H", "H", "H", "C", "C", "H", "C", "C", "H", "C", "H", "C"], "xyz": [[-1.809, 1.316, -0.262], [-1.155, 1.385, -2.406], [-0.107, -2.077, 1.380], [0.281, -0.573, 2.180], [0.409, -1.171, 1.278], [-1.196, 0.837, 0.917], [1.550, -1.420, 0.973], [-0.991, 1.007, -1.394], [0.129, 1.302, -0.194], [-2.446, 2.202, -0.378], [-0.206, -0.139, -1.135], [0.273, -0.787, -1.840], [-0.162, -0.268, 0.242]], "forces_ev_per_angstrom": [[1.24, 1.17, -0.52], [0.53, 0.26, 0.49], [-0.91, -1.17, -0.12], [0.62, -0.41, 0.22], [3.96, 1.34, -1.47], [1.04, -2.09, -0.91], [-2.44, 0.49, 1.18], [-1.22, -0.68, -1.61], [0.27, 0.98, 0.23], [0.06, -0.32, 0.57], [-0.85, -1.51, 0.42], [0.83, 0.38, -0.44], [-3.12, 1.56, 1.96]]}

{"formula": "C7H6", "method": "ωB97M-V/def2-TZVPD", "homo_lumo_gap_ha": 0.3080, "e_homo_ha": -0.30515, "molar_mass_g_mol": 90.12, "total_charge": 0, "e_lumo_ha": 0.0029, "smiles": "C#C/C=C\\C1=CC1", "de_lowest_ev": 3.0652, "symbols": ["C", "C", "H", "H", "C", "H", "C", "C", "H", "C", "H", "C", "H"], "xyz": [[-2.345, -0.190, -0.233], [0.053, 1.176, -0.006], [-2.604, -0.042, -1.252], [-3.236, -0.187, 0.524], [1.394, 1.122, 0.006], [-0.389, 2.072, 0.286], [2.765, -1.068, -0.191], [-0.913, 0.140, 0.015], [1.937, 2.070, 0.326], [2.162, -0.031, -0.075], [3.217, -2.023, -0.295], [-1.166, -1.108, 0.169], [-0.874, -1.931, 0.726]], "forces_ev_per_angstrom": [[-0.85, -0.98, 1.93], [0.48, -0.33, 1.12], [-0.72, -0.66, -0.88], [1.81, 0.84, -1.26], [0.07, 2.23, 1.11], [-0.46, 1.89, -0.04], [-0.30, 0.28, 0.07], [0.66, -0.03, -0.28], [-0.71, -1.21, -0.86], [0.65, -1.61, -0.54], [0.17, 0.02, 0.03], [-1.16, 1.27, -0.62], [0.36, -1.71, 0.23]]}

{"formula": "C7H6Cl2", "method": "ωB97M-V/def2-TZVPD", "homo_lumo_gap_ha": 0.3379, "e_homo_ha": -0.32000, "molar_mass_g_mol": 161.03, "total_charge": 0, "e_lumo_ha": 0.0179, "smiles": "ClC1=C[C@@]2(Cl)C[C@H]2C=C1", "de_lowest_ev": 0.0000, "symbols": ["C", "C", "C", "H", "H", "C", "C", "H", "Cl", "C", "H", "H", "Cl", "C", "H"], "xyz": [[1.081, -0.561, 1.115], [-0.156, 0.235, -1.646], [1.240, 0.609, 0.466], [-2.199, -1.248, 0.591], [0.399, -0.678, -1.796], [0.222, 1.069, -0.465], [-1.115, 0.299, -0.486], [-0.237, -2.141, 1.764], [2.338, -1.153, 2.146], [-0.155, -1.285, 1.113], [2.104, 1.233, 0.625], [-0.444, 0.750, -2.548], [0.164, 2.820, -0.670], [-1.221, -0.817, 0.441], [-2.020, 0.869, -0.651]], "forces_ev_per_angstrom": [[0.34, 0.86, -0.32], [0.05, 0.10, 0.06], [0.08, -0.56, 0.39], [-0.08, -0.12, 0.06], [0.07, -0.09, 0.07], [-0.22, 0.02, -0.38], [-0.14, 0.09, -0.13], [-0.05, -0.08, 0.07], [0.15, -0.08, 0.12], [-0.66, -0.19, -0.08], [0.13, 0.00, 0.00], [-0.07, 0.13, 0.01], [-0.03, 0.10, -0.01], [0.32, -0.27, 0.20], [0.10, 0.09, -0.04]]}

{"formula": "C7H6Cl2LuN2O3PmS", "method": "ωB97M-V/def2-TZVPD", "homo_lumo_gap_ha": [0.2632, 0.2689], "e_homo_ha": [-0.82176, -0.82249], "molar_mass_g_mol": 589.08, "total_charge": 4, "e_lumo_ha": [-0.5586, -0.5536], "multiplicity": 5, "symbols": ["H", "C", "Cl", "S", "O", "H", "N", "Lu", "C", "Pm", "H", "H", "C", "H", "C", "O", "N", "C", "O", "H", "C", "C", "Cl"], "xyz": [[3.416, -0.774, 1.997], [-3.560, 4.073, -1.911], [-0.315, 3.884, 0.615], [1.987, 0.620, -0.302], [-4.722, 4.022, -2.011], [0.807, -1.608, -1.966], [1.861, -1.805, 1.012], [-1.288, 4.380, -1.504], [2.488, -1.304, 2.233], [-0.521, -0.121, 0.096], [0.446, -3.970, -1.032], [1.819, -0.619, 2.766], [1.467, -3.119, 0.776], [1.606, -3.857, 1.536], [1.793, -1.081, -0.138], [-3.440, 5.813, 0.814], [1.010, -1.877, -0.975], [0.929, -3.184, -0.457], [-2.619, -2.445, -1.454], [2.698, -2.159, 2.874], [-2.695, 5.413, 0.044], [-1.913, -1.656, -0.955], [-1.255, 1.373, -2.059]], "forces_ev_per_angstrom": [[-0.14, -0.18, 0.00], [-8.26, -0.81, -1.34], [-0.19, -0.20, -0.71], [-0.34, -0.71, -0.14], [6.63, 0.25, 0.54], [0.87, -0.62, 0.76], [0.87, 0.16, -1.18], [2.21, -1.00, 0.14], [0.45, 0.07, 0.65], [1.25, 3.44, 1.68], [0.31, 0.00, 0.26], [0.04, -0.12, -0.11], [-0.17, 0.35, 0.31], [-0.03, -0.45, 0.21], [-0.83, -0.42, 0.62], [2.75, -1.44, -2.68], [0.58, 0.39, -1.24], [-0.64, 0.30, -0.51], [4.04, 4.57, 2.89], [0.06, 0.10, 0.03], [-3.29, 2.51, 3.64], [-6.13, -6.87, -4.61], [-0.04, 0.68, 0.79]]}

{"formula": "C7H6CsNO7P2S2", "method": "ωB97M-V/def2-TZVPD", "homo_lumo_gap_ha": 0.2374, "e_homo_ha": -0.08503, "molar_mass_g_mol": 475.11, "total_charge": -2, "e_lumo_ha": 0.1523, "de_lowest_ev": 0.0000, "symbols": ["O", "H", "C", "O", "C", "O", "H", "H", "P", "H", "C", "H", "H", "O", "N", "O", "S", "C", "O", "C", "S", "C", "O", "C", "Cs", "P"], "xyz": [[-2.978, 2.195, 4.452], [5.802, -1.213, -2.734], [0.279, -2.720, -1.906], [-3.982, 1.351, 2.283], [2.668, -2.441, -2.519], [-3.181, 3.761, 2.082], [2.411, 0.356, -0.605], [4.802, 0.516, -1.277], [-3.890, 2.546, 1.198], [-2.664, 2.906, 3.874], [4.194, -0.311, -1.623], [4.447, -3.107, -3.531], [-3.891, 4.351, 2.344], [-3.822, -0.159, 4.325], [0.758, -1.632, -1.364], [-1.730, 0.525, 2.948], [1.453, -3.628, -2.881], [3.999, -2.352, -2.895], [-2.901, 2.089, 0.177], [4.760, -1.286, -2.445], [-1.274, -3.418, -1.828], [2.083, -1.459, -1.687], [-5.251, 3.015, 0.838], [2.867, -0.389, -1.243], [-1.892, -0.344, 0.464], [-3.066, 0.849, 3.551]], "forces_ev_per_angstrom": [[0.13, 0.13, -0.05], [0.00, 0.01, 0.00], [-0.73, -0.50, -0.04], [-0.57, 0.08, 0.29], [-0.04, 0.09, 0.09], [0.19, -0.16, -0.09], [0.02, 0.02, 0.01], [0.01, 0.01, 0.00], [0.26, -0.14, -0.06], [-0.02, 0.04, -0.01], [0.07, -0.01, -0.03], [-0.02, -0.03, -0.01], [-0.18, 0.04, -0.01], [-0.03, 0.00, -0.10], [0.07, -0.05, -0.04], [0.10, 0.29, 0.93], [0.43, 0.09, -0.11], [-0.02, -0.13, -0.08], [-0.30, 0.95, -0.18], [0.13, 0.14, 0.05], [0.08, 0.29, 0.14], [0.14, 0.18, 0.06], [-0.02, 0.01, 0.08], [-0.14, -0.12, -0.04], [0.38, -1.05, -0.81], [0.06, -0.18, 0.02]]}